{"formula": "C22H26N2O5S", "method": "the ωB97M-V functional and the def2-TZVPD basis", "e_homo_ha": -0.289, "relative_energy_kcal_mol": 19.2, "total_energy_ev": -47289.74575, "spin_multiplicity": 1, "smiles": "COCCCNC(=O)c1c(NC(=O)[C@H]2COc3ccccc3O2)sc2c1CCCC2", "lumo_energy_ev": 0.649, "orbital_gap_ev": 8.5, "species": ["C", "O", "C", "C", "C", "N", "C", "O", "C", "C", "N", "C", "O", "C", "C", "H", "O", "C", "C", "C", "C", "C", "C", "O", "H", "H", "H", "H", "H", "H", "H", "S", "C", "C", "C", "C", "C", "C", "H", "H", "H", "H", "H", "H", "H", "H", "H", "H", "H", "H", "H", "H", "H", "H", "H", "H"], "xyz": [[0.1248, 0.3955, -2.9479], [-0.8787, 0.4932, -1.9586], [-1.6400, 1.6850, -1.9942], [-0.8854, 2.9522, -1.5842], [-0.5509, 3.0116, -0.0893], [0.2386, 1.8807, 0.3473], [1.5178, 1.6942, -0.0702], [2.0946, 2.5046, -0.7730], [2.1384, 0.4379, 0.4055], [1.4913, -0.7693, 0.5188], [0.1822, -1.0461, 0.1683], [-0.4052, -2.2346, 0.4140], [0.1509, -3.1756, 0.9417], [-1.8685, -2.2500, -0.0302], [-2.6306, -3.4329, 0.5637], [-2.1764, -4.3771, 0.2630], [-3.9593, -3.4397, 0.0961], [-4.5609, -2.2104, 0.1514], [-5.9436, -2.1422, 0.0304], [-6.5932, -0.9263, 0.1159], [-5.8697, 0.2341, 0.3398], [-4.4929, 0.1805, 0.4414], [-3.8285, -1.0336, 0.3296], [-2.4544, -1.0306, 0.3931], [-3.9093, 1.0721, 0.6106], [-6.3754, 1.1830, 0.4280], [-7.6671, -0.8862, 0.0212], [-6.4855, -3.0615, -0.1230], [-2.6090, -3.3534, 1.6588], [-1.9120, -2.3105, -1.1307], [-0.3175, -0.3612, -0.4033], [2.5173, -2.0301, 1.1095], [3.8523, -0.9160, 1.1876], [3.5106, 0.3358, 0.7843], [4.4906, 1.4654, 0.7580], [5.7235, 1.1263, 1.5933], [6.2318, -0.2716, 1.2494], [5.2028, -1.3232, 1.6678], [5.4668, -2.3032, 1.2643], [5.1897, -1.4146, 2.7592], [7.1802, -0.4656, 1.7531], [6.3997, -0.3365, 0.1728], [6.5046, 1.8661, 1.4110], [5.4665, 1.1617, 2.6542], [4.0148, 2.3776, 1.1223], [4.7775, 1.6534, -0.2803], [-0.1871, 1.2157, 0.9697], [0.0179, 3.9295, 0.0958], [-1.4662, 3.0340, 0.5044], [-1.5048, 3.8143, -1.8345], [0.0446, 3.0291, -2.1474], [-2.4727, 1.4989, -1.3102], [-2.0444, 1.8211, -3.0079], [-0.2902, 0.5970, -3.9408], [0.4940, -0.6284, -2.9110], [0.9560, 1.0799, -2.7581]], "forces_ev_per_angstrom": [[0.134, 0.024, -0.083], [-0.060, -0.176, 0.080], [-0.142, 0.375, -0.034], [-0.015, -0.401, 0.219], [0.174, 0.234, -0.453], [-0.182, 0.117, 0.204], [-0.315, -0.275, 0.320], [0.168, 0.250, -0.179], [-0.142, -0.480, -0.031], [0.431, -0.062, 0.152], [-0.039, 0.176, -0.106], [-0.592, 0.189, -0.094], [-0.210, -0.241, -0.038], [-0.048, -0.653, -0.067], [0.610, 0.127, 0.155], [-0.013, 0.131, 0.066], [-0.336, 0.202, -0.213], [0.033, 0.057, 0.076], [0.213, -0.015, 0.010], [-0.055, -0.056, 0.003], [0.023, 0.091, 0.000], [0.100, -0.169, -0.005], [-0.098, -0.052, -0.113], [-0.191, 0.142, 0.131], [0.087, 0.107, 0.013], [-0.044, 0.087, 0.007], [-0.100, -0.005, -0.005], [-0.066, -0.127, -0.011], [-0.003, -0.044, -0.116], [0.001, 0.035, 0.141], [-0.011, -0.084, -0.022], [0.528, 0.577, -0.010], [-0.461, 0.007, -0.144], [0.111, -0.222, 0.010], [0.125, 0.085, 0.102], [0.026, -0.022, -0.247], [-0.051, -0.006, 0.258], [0.168, -0.071, 0.040], [0.049, -0.020, 0.049], [0.077, -0.052, -0.004], [0.027, -0.030, -0.061], [0.059, -0.023, -0.065], [-0.004, 0.028, 0.068], [0.026, 0.038, 0.082], [0.036, 0.034, -0.072], [-0.004, 0.112, 0.024], [0.140, -0.001, 0.054], [-0.147, -0.067, 0.083], [0.044, 0.009, 0.029], [-0.016, 0.047, -0.069], [-0.035, 0.104, -0.054], [-0.032, 0.060, -0.096], [-0.014, -0.071, 0.097], [-0.005, -0.027, -0.005], [0.046, 0.014, -0.059], [-0.005, -0.005, -0.019]]}